Here is C12H10ClOP in the gas phase at a distorted geometry from the Open Molecules 2025 dataset. Energies are from ωB97M-V with the def2-TZVPD basis set.

```
25
Properties=species:S:1:pos:R:3:mulliken_charge:R:1
C -2.9673 -1.2955 1.0751 -0.48
C -3.6068 -0.3932 0.1544 -0.45
C -1.6644 -1.1138 1.4761 -0.87
C -3.0325 0.6942 -0.4214 -0.63
C -1.0244 0.0659 0.8210 0.47
C -1.6895 1.0689 -0.0129 0.59
C 0.3055 0.2013 0.9725 0.00
C 1.3462 0.8321 -1.7421 0.01
C 2.7075 -0.4050 0.5323 -0.51
C 2.2296 -1.1847 -0.7660 -0.44
C 1.5645 0.3855 1.2348 -0.50
C 2.0992 -0.2043 -1.9371 0.04
O -1.0172 2.0765 -0.3433 -0.68
P 0.3791 2.1904 -1.9529 0.02
Cl 1.6043 3.6757 -1.0834 -0.20
H -3.5710 -2.1233 1.4148 0.37
H -4.6253 -0.5292 -0.0845 0.40
H -1.0640 -1.5723 2.1860 0.53
H -3.6006 1.4262 -1.0951 0.30
H 3.1364 -1.0250 1.4060 0.36
H 3.5236 0.4063 0.3409 0.26
H 2.9306 -2.0697 -0.9659 0.33
H 1.1809 -1.6284 -0.5084 0.22
H 2.0118 0.8697 2.0442 0.53
H 2.8439 -0.3480 -2.7449 0.33
```

The HOMO-LUMO gap (spin up / spin down) is 5.6 / 5.8 eV. The value obtained for the LUMO energy (spin up / spin down) is -0.3763 / -2.5573 eV. Its expectation value of S² is 2.054. Its multiplicity is 3. For the total energy, the calculation gives -36458.288 eV. The charge is 0.